DFT (wB97M-V/def2-TZVPD) results for C24H60CrCs2N4O8PS as an isolated structure at a distorted geometry.

Each line ends with the Mulliken spin population.
Element x y z (Å)
1 Cs 0.518 1.778 -3.198  0.000
2 Cs -2.543 -1.645 -2.958  0.001
3 Cr 0.705 -3.002 -0.525  3.147
4 S 0.295 -0.410 -0.662  0.012
5 P -0.582 -4.689 -2.138  0.014
6 O -1.041 0.024 -1.044  -0.004
7 O 1.270 0.660 -0.549  -0.006
8 O 0.922 -4.198 -1.987  -0.021
9 O 0.806 -1.401 -1.651  0.002
10 O -1.015 -3.759 -0.918  -0.080
11 O -1.178 -4.292 -3.471  -0.002
12 O -0.553 -6.125 -1.671  -0.010
13 O 0.255 -1.360 0.471  -0.066
14 N -5.562 -0.437 -0.492  0.000
15 N 3.775 -0.295 3.155  0.001
16 N -2.086 2.823 3.025  0.000
17 N 3.768 -0.790 -5.016  0.000
18 C -0.751 2.807 0.921  0.000
19 C -1.032 2.128 3.752  0.000
20 C 3.845 -1.449 -2.632  0.007
21 C 5.558 -1.379 -6.622  0.000
22 C 3.383 -1.694 3.307  -0.002
23 C -3.416 2.586 3.589  0.000
24 C -7.602 -1.796 -0.465  0.000
25 C 3.139 0.344 2.009  -0.005
26 C -6.031 0.565 -1.434  0.000
27 C 5.218 -0.135 3.077  0.000
28 C 1.935 -1.868 3.704  -0.003
29 C -3.687 -1.128 0.992  0.003
30 C 3.078 0.049 -6.004  0.000
31 C 5.219 -0.837 -5.241  0.000
32 C -6.705 1.791 -0.823  0.000
33 C 6.018 -0.633 4.281  0.000
34 C -1.025 0.595 3.635  -0.003
35 C -6.592 -1.007 0.361  0.000
36 C 3.583 1.484 -6.163  0.000
37 C 3.043 1.860 2.132  -0.001
38 C -2.073 2.513 1.593  -0.001
39 C -4.346 0.017 0.204  -0.001
40 C -3.582 3.280 4.937  0.000
41 C 3.456 -0.395 -3.637  -0.001
42 H -4.646 0.779 0.938  0.000
43 H 0.074 2.183 1.261  0.000
44 H 2.148 -0.079 1.855  0.010
45 H -3.733 -2.030 0.376  0.000
46 H 5.595 -0.120 5.150  0.000
47 H 3.670 0.093 1.075  0.000
48 H -0.246 0.129 4.233  0.001
49 H -0.875 2.675 -0.156  0.000
50 H 1.683 -1.335 4.621  -0.001
51 H 3.234 -0.473 -6.949  0.000
52 H -5.154 0.884 -2.010  0.000
53 H 7.079 -0.411 4.238  0.000
54 H 3.522 2.024 -5.209  0.000
55 H -1.995 0.154 3.859  0.000
56 H 3.510 -1.165 -1.631  -0.004
57 H 5.644 -1.510 -4.504  0.000
58 H -4.628 3.345 5.246  0.000
59 H -8.318 -2.282 0.202  0.000
60 H -2.812 3.203 1.173  0.000
61 H 5.836 -1.691 4.467  0.000
62 H 4.014 2.358 2.153  0.000
63 H 4.626 1.540 -6.470  0.000
64 H -6.124 2.276 -0.039  0.000
65 H -2.383 1.485 1.368  0.001
66 H 6.609 -1.664 -6.696  0.000
67 H 2.015 0.057 -5.744  0.000
68 H -7.044 -0.227 0.989  0.000
69 H 2.546 2.148 3.058  0.000
70 H 3.878 0.607 -3.437  0.000
71 H 3.622 -2.244 2.375  0.004
72 H 4.917 -1.613 -2.525  -0.001
73 H -3.056 2.725 5.716  0.000
74 H 5.673 0.156 -5.119  0.000
75 H -0.452 3.844 1.100  0.000
76 H -8.270 -1.153 -1.048  0.000
77 H 4.019 -2.213 4.024  0.000
78 H -3.654 1.517 3.566  0.000
79 H -4.135 3.088 2.934  0.000
80 H -7.680 1.522 -0.409  0.000
81 H 1.650 -2.915 3.828  -0.004
82 H 2.998 2.049 -6.890  0.000
83 H -6.160 -1.736 1.044  0.000
84 H -7.083 -2.488 -1.121  0.000
85 H -0.042 2.536 3.540  0.000
86 H -0.790 0.348 2.593  0.002
87 H 2.374 -0.244 -3.655  0.000
88 H -4.302 -1.353 1.864  0.000
89 H 5.606 -0.521 2.116  0.000
90 H 1.254 -1.496 2.934  0.012
91 H 4.973 -2.282 -6.807  0.000
92 H 2.519 2.180 1.230  0.000
93 H 5.371 -0.659 -7.420  0.000
94 H -2.679 -0.899 1.326  -0.001
95 H -1.133 2.371 4.817  0.000
96 H -3.636 0.428 -0.506  -0.001
97 H -6.670 0.137 -2.212  0.000
98 H -3.231 4.309 4.900  0.000
99 H -6.914 2.544 -1.587  0.000
100 H 5.410 0.940 3.009  0.000
101 H 3.390 -2.409 -2.876  0.000

Results
Multiplicity ... 4
Kohn-Sham gap (spin up / spin down) ... 5.8 / 5.9 eV
F_max ... 4.51 eV/A
Net charge ... 0
Lowest unoccupied orbital energy (spin up / spin down) ... -1.3 / -1.3 eV
Expectation value of S² ... 3.827

***

DFT (wB97M-V/def2-TZVPD) results for C24H60F6K2N3O24S6 as an isolated structure at a distorted geometry.

Each line ends with the Löwdin charge.
Element x y z (Å)
1 K 0.366 -2.876 2.326  0.806
2 K -2.360 0.259 1.868  0.766
3 S -0.143 -0.224 4.868  0.429
4 S 5.943 -4.255 1.791  0.461
5 S -1.261 -2.124 -0.985  0.503
6 S 4.376 -2.279 2.243  0.439
7 S 0.845 -0.819 -0.470  0.423
8 S -2.064 -1.617 5.310  0.500
9 F 4.329 -0.893 1.571  -0.148
10 F 1.542 -0.377 0.891  -0.186
11 F -2.603 -2.448 -0.140  -0.211
12 F 6.814 -4.720 0.550  -0.191
13 F -3.151 -2.315 4.357  -0.203
14 F 1.052 -0.163 3.773  -0.218
15 O 5.015 -2.018 3.481  -0.266
16 O -1.600 -2.664 6.139  -0.232
17 O -2.789 -0.512 5.813  -0.248
18 O -4.198 1.612 3.188  -0.276
19 O -1.754 -1.299 -2.024  -0.253
20 O 6.919 -3.965 2.781  -0.288
21 O 0.705 0.338 -1.281  -0.245
22 O -0.712 -5.961 2.382  -0.203
23 O 0.755 3.290 -7.484  -0.177
24 O -2.681 1.780 -1.121  -0.190
25 O -5.387 -0.157 1.460  -0.232
26 O 5.071 -5.356 2.061  -0.305
27 O 0.202 -3.165 -4.991  -0.178
28 O -0.837 -3.453 -1.227  -0.241
29 O 4.635 4.675 1.899  -0.205
30 O 3.058 -2.798 2.371  -0.358
31 O -0.831 2.325 -5.275  -0.181
32 O 1.694 -1.326 -6.385  -0.175
33 O -0.610 1.123 4.741  -0.278
34 O 1.349 -4.847 3.845  -0.270
35 O 2.177 3.694 3.256  -0.192
36 O 0.605 -0.618 5.999  -0.222
37 O 1.724 -1.841 -0.917  -0.239
38 O -1.704 3.316 1.303  -0.232
39 N -0.474 -1.333 0.224  -0.394
40 N -1.011 -1.259 4.031  -0.376
41 N 5.225 -3.008 1.092  -0.285
42 C 2.559 2.657 2.346  -0.072
43 C -2.970 3.073 -0.659  -0.220
44 C -0.593 2.004 -3.924  -0.099
45 C 6.003 4.925 1.821  -0.130
46 C 0.554 -6.600 2.451  -0.195
47 C 1.263 -6.232 3.728  -0.214
48 C 2.287 -4.383 4.800  -0.079
49 C -0.617 3.672 -5.573  -0.233
50 C 1.414 -3.564 -4.360  -0.083
51 C -3.839 1.123 -1.584  -0.095
52 C -0.717 4.009 2.053  -0.085
53 C 0.677 2.460 -8.623  -0.116
54 C 2.120 -0.662 -7.529  -0.135
55 C 3.959 5.397 2.929  -0.187
56 C -0.117 -1.794 -4.847  -0.204
57 C -5.808 -0.089 2.812  -0.189
58 C 3.198 4.453 3.842  -0.220
59 C -1.371 -6.112 1.149  -0.102
60 C 0.370 -0.975 -6.024  -0.189
61 C -1.751 3.700 -0.054  -0.192
62 C -5.850 -1.261 0.718  -0.093
63 C -5.576 1.335 3.246  -0.189
64 C -0.472 3.834 -7.070  -0.223
65 C -3.789 2.903 3.538  -0.102
66 H -5.149 -1.510 -0.075  0.078
67 H 0.144 2.949 -9.449  0.086
68 H 6.243 5.957 1.527  0.086
69 H -6.032 1.597 4.205  0.136
70 H -1.473 4.279 -5.237  0.127
71 H 2.268 -3.155 -4.904  0.079
72 H 0.165 1.525 -8.371  0.081
73 H 2.378 0.391 -7.339  0.085
74 H 6.522 4.748 2.777  0.090
75 H -1.079 5.019 2.280  0.099
76 H -3.790 3.013 0.073  0.128
77 H 0.474 2.029 -3.658  0.098
78 H 2.632 5.089 4.537  0.127
79 H 3.309 -4.704 4.588  0.099
80 H 2.044 -4.723 5.818  0.097
81 H -4.193 1.601 -2.508  0.098
82 H -6.894 -0.258 2.872  0.134
83 H -4.681 1.168 -0.876  0.085
84 H -0.458 4.915 -7.272  0.124
85 H 6.445 4.223 1.116  0.090
86 H -2.705 2.883 3.646  0.072
87 H -3.981 3.719 2.833  0.096
88 H -1.279 -7.154 0.804  0.090
89 H -0.295 -1.241 -6.863  0.126
90 H 3.020 -1.152 -7.909  0.088
91 H -4.138 3.200 4.536  0.102
92 H 0.250 4.024 1.548  0.084
93 H 1.652 2.124 2.080  0.070
94 H 0.355 -7.681 2.430  0.129
95 H 1.688 2.263 -8.974  0.085
96 H -1.347 3.395 -7.562  0.128
97 H -5.322 -0.859 3.422  0.130
98 H -2.436 -5.946 1.308  0.091
99 H -6.857 -1.086 0.322  0.093
100 H -0.549 3.487 2.995  0.082
101 H 0.305 4.085 -5.140  0.133
102 H 1.391 -0.700 -8.354  0.083
103 H -5.936 -2.158 1.348  0.097
104 H -6.051 1.961 2.475  0.137
105 H 1.171 -6.345 1.582  0.140
106 H 0.276 0.107 -5.865  0.112
107 H 3.227 6.037 2.428  0.127
108 H 2.266 -6.674 3.604  0.139
109 H -1.209 -1.807 -4.883  0.126
110 H 1.461 -3.217 -3.323  0.076
111 H 0.818 -6.715 4.607  0.134
112 H -1.760 4.794 -0.140  0.131
113 H 2.181 -3.302 4.815  0.085
114 H 0.219 -1.389 -3.888  0.109
115 H 3.275 1.993 2.837  0.102
116 H 3.029 3.052 1.448  0.083
117 H 3.889 3.887 4.485  0.132
118 H -0.854 3.341 -0.578  0.138
119 H 4.693 5.947 3.523  0.119
120 H -0.933 0.985 -3.752  0.080
121 H -3.580 0.081 -1.742  0.068
122 H -1.049 2.700 -3.209  0.080
123 H -0.999 -5.460 0.353  0.075
124 H 1.441 -4.651 -4.388  0.086
125 H -3.361 3.728 -1.458  0.132

Results
Kohn-Sham gap ... 7.9 eV
F_max ... 6.42 eV/A
Net charge ... -1
Lowest unoccupied orbital energy ... 1.3 eV

***

DFT (wB97M-V/def2-TZVPD) results for a 4-piece molecular cluster, C24H60FN4OP overall at a distorted geometry.

Each line ends with the Löwdin charge.
Element x y z (Å)
1 P -3.412 -2.723 2.283  0.942
2 F -2.438 -0.196 2.722  -0.120
3 O -2.302 -0.912 0.338  -0.217
4 N -2.615 -2.473 -4.723  -0.189
5 N -4.732 0.958 2.193  -0.040
6 N 2.473 3.572 -1.674  -0.189
7 N 3.910 1.509 4.733  -0.191
8 C 4.856 0.032 6.596  -0.094
9 C 0.370 2.677 -0.642  -0.085
10 C 3.923 2.368 0.054  -0.090
11 C -1.703 -3.420 2.920  -0.320
12 C -1.677 -1.362 -4.901  -0.267
13 C -0.884 -1.260 0.444  -0.106
14 C -4.660 -1.338 -5.757  -0.089
15 C 5.027 0.701 5.237  -0.253
16 C -1.771 -0.293 -3.815  -0.084
17 C 3.026 2.777 6.770  -0.091
18 C 2.703 0.722 4.467  -0.266
19 C -3.037 -0.997 1.590  -0.540
20 C -2.328 -3.618 -5.595  -0.254
21 C 1.409 2.567 -1.754  -0.270
22 C 1.637 1.474 3.675  -0.082
23 C 3.296 3.641 -2.887  -0.252
24 C -4.031 -2.117 -4.607  -0.255
25 C -2.465 -3.410 -7.099  -0.094
26 C 3.714 2.793 5.409  -0.252
27 C -4.518 -0.269 1.317  -0.211
28 C -3.961 -3.997 0.982  -0.437
29 C 4.131 2.415 -3.242  -0.095
30 C -3.636 -3.653 -0.575  -0.193
31 C 3.214 3.635 -0.413  -0.247
32 H 3.947 4.451 -0.459  0.116
33 H -1.302 -3.949 -5.392  0.108
34 H 2.521 3.946 0.379  0.100
35 H 3.305 1.473 -0.052  0.067
36 H 4.181 2.460 1.114  0.067
37 H -2.727 0.239 -3.847  0.068
38 H 5.938 1.315 5.257  0.112
39 H 3.959 4.514 -2.826  0.112
40 H -2.957 -4.468 -5.298  0.111
41 H -4.013 1.691 2.001  0.076
42 H -1.095 -3.730 1.971  0.030
43 H -4.554 0.075 0.197  0.127
44 H 4.505 2.512 -4.268  0.072
45 H -4.623 -3.025 -4.432  0.115
46 H 0.871 2.697 -2.702  0.115
47 H -3.940 -4.535 -1.319  0.085
48 H 0.795 2.446 0.340  0.055
49 H -4.026 -0.523 -6.113  0.069
50 H 2.150 2.125 6.793  0.069
51 H 2.978 -0.157 3.870  0.117
52 H 4.943 0.749 7.413  0.054
53 H -5.414 -1.002 1.538  0.112
54 H -0.980 0.451 -3.957  0.069
55 H -0.653 -1.755 -4.869  0.118
56 H 3.711 2.468 7.564  0.055
57 H -2.006 -4.253 -7.628  0.072
58 H 2.254 0.344 5.392  0.096
59 H -5.605 -0.894 -5.427  0.074
60 H -4.183 -2.690 -0.961  0.072
61 H -3.386 -5.012 1.237  0.092
62 H 5.238 -0.083 4.498  0.108
63 H 4.861 2.209 -0.485  0.055
64 H -1.798 -0.883 -5.879  0.096
65 H 3.555 1.487 -3.193  0.067
66 H 4.680 3.305 5.509  0.115
67 H -5.118 -4.284 1.062  0.089
68 H -3.509 -3.375 -7.409  0.054
69 H -0.330 -0.660 -0.428  0.102
70 H 3.135 3.446 4.745  0.101
71 H -4.801 0.716 3.205  0.074
72 H -2.463 -3.514 -0.751  0.073
73 H -1.875 -4.334 3.663  0.058
74 H 1.215 2.308 4.245  0.069
75 H -0.069 3.680 -0.605  0.082
76 H 2.041 1.862 2.734  0.061
77 H 2.687 3.787 7.022  0.073
78 H -0.442 1.964 -0.820  0.062
79 H -0.369 -1.005 1.461  0.101
80 H -4.897 -1.989 -6.603  0.056
81 H -1.646 -0.728 -2.818  0.066
82 H -1.157 -2.554 3.502  0.049
83 H 0.810 0.798 3.430  0.065
84 H 1.813 1.549 -1.760  0.093
85 H 2.633 3.855 -3.734  0.108
86 H 5.005 2.320 -2.597  0.054
87 H 5.650 -0.710 6.741  0.072
88 H -0.738 -2.406 0.145  0.090
89 H -1.965 -2.500 -7.444  0.068
90 H 3.901 -0.492 6.688  0.068
91 H -4.164 -1.532 -3.689  0.095

Results
Kohn-Sham gap ... 8.7 eV
SMILES ... CCP(C)[C@](F)(CN)OC.CCN(CC)CC.CCN(CC)CC.CCN(CC)CC
F_max ... 3.15 eV/A
Net charge ... 0
Lowest unoccupied orbital energy ... 0.6 eV

***

DFT (wB97M-V/def2-TZVPD) results for a 4-piece molecular cluster, C24H60N4O8 overall at a distorted geometry.

Each line ends with the Löwdin charge.
Element x y z (Å)
1 O 33.404 16.281 1.664  -0.182
2 O 28.819 16.225 -2.328  -0.195
3 O 32.737 19.100 12.956  -0.181
4 O 27.989 16.117 10.141  -0.195
5 O 31.606 16.098 6.373  -0.208
6 O 31.636 11.482 8.687  -0.188
7 O 31.109 8.001 13.475  -0.197
8 O 29.139 5.703 16.778  -0.187
9 N 29.958 13.729 6.296  -0.037
10 N 31.555 16.107 -1.533  -0.058
11 N 29.715 17.536 11.638  -0.072
12 N 28.701 7.661 14.958  -0.060
13 C 30.908 18.337 11.602  -0.210
14 C 30.786 17.330 -1.630  -0.229
15 C 29.774 17.197 -2.736  -0.234
16 C 32.668 16.123 -0.586  -0.204
17 C 28.228 5.383 15.758  -0.235
18 C 28.891 8.618 13.876  -0.203
19 C 32.253 7.729 12.687  -0.093
20 C 30.471 11.983 8.051  -0.217
21 C 31.772 18.085 12.817  -0.253
22 C 28.534 15.461 11.253  -0.244
23 C 32.598 17.124 6.513  -0.077
24 C 28.403 6.302 14.555  -0.215
25 C 33.118 16.489 3.018  -0.129
26 C 27.884 15.954 -3.334  -0.129
27 C 31.073 15.615 7.590  -0.236
28 C 31.538 11.415 10.089  -0.110
29 C 32.253 16.258 0.859  -0.251
30 C 29.829 14.827 7.266  -0.220
31 C 26.834 15.491 9.657  -0.118
32 C 29.214 4.685 17.739  -0.121
33 C 33.321 19.105 14.229  -0.129
34 C 29.896 8.211 12.800  -0.245
35 C 29.850 16.094 11.619  -0.210
36 C 30.881 12.672 6.751  -0.198
37 H 30.563 15.843 10.804  0.116
38 H 31.815 14.991 8.104  0.126
39 H 27.461 6.273 13.996  0.123
40 H 26.070 15.187 10.382  0.091
41 H 31.135 18.013 13.714  0.127
42 H 32.773 17.374 7.560  0.082
43 H 32.126 6.865 12.026  0.089
44 H 32.382 17.297 3.149  0.089
45 H 28.704 14.389 11.071  0.120
46 H 28.358 15.596 -4.257  0.089
47 H 32.567 11.319 10.426  0.090
48 H 33.243 15.209 -0.743  0.120
49 H 28.477 4.375 15.382  0.120
50 H 31.431 18.185 -1.842  0.126
51 H 30.747 16.451 8.223  0.119
52 H 26.346 16.169 8.957  0.091
53 H 27.192 5.342 16.110  0.123
54 H 32.266 17.102 12.756  0.122
55 H 32.163 18.022 6.065  0.089
56 H 32.999 7.481 13.440  0.089
57 H 31.105 12.333 10.517  0.079
58 H 30.500 14.191 5.565  0.094
59 H 29.163 5.884 13.878  0.109
60 H 29.917 4.994 18.506  0.088
61 H 31.614 15.416 1.184  0.132
62 H 27.093 14.581 9.097  0.084
63 H 33.681 18.119 14.553  0.087
64 H 30.921 11.887 5.993  0.116
65 H 34.036 16.805 3.511  0.084
66 H 31.518 18.077 10.710  0.116
67 H 29.429 14.469 8.219  0.084
68 H 28.229 4.415 18.138  0.089
69 H 29.832 11.116 7.843  0.127
70 H 33.478 16.785 5.977  0.076
71 H 31.624 17.142 1.044  0.115
72 H 32.625 19.467 14.995  0.089
73 H 34.190 19.762 14.182  0.087
74 H 30.863 10.623 10.438  0.072
75 H 27.255 16.828 -3.546  0.088
76 H 29.316 18.161 -2.986  0.124
77 H 32.556 8.611 12.117  0.080
78 H 27.925 8.802 13.394  0.116
79 H 27.218 15.165 -2.982  0.086
80 H 29.542 7.333 12.249  0.116
81 H 29.897 12.656 8.691  0.094
82 H 29.049 15.508 6.914  0.124
83 H 31.917 13.016 6.865  0.115
84 H 27.845 15.514 12.112  0.131
85 H 33.390 16.914 -0.814  0.123
86 H 29.521 7.674 15.550  0.104
87 H 29.006 17.879 11.013  0.104
88 H 30.212 15.720 12.575  0.120
89 H 29.959 9.078 12.124  0.106
90 H 30.938 15.360 -1.232  0.109
91 H 32.697 15.596 3.496  0.088
92 H 29.250 9.523 14.365  0.119
93 H 30.238 17.551 -0.701  0.116
94 H 29.597 3.746 17.300  0.088
95 H 30.279 16.764 -3.609  0.124
96 H 30.661 19.392 11.516  0.126

Results
Kohn-Sham gap ... 9.1 eV
SMILES ... COCCNCCOC.COCCNCCOC.COCCNCCOC.COCCNCCOC
F_max ... 1.70 eV/A
Net charge ... 0
Lowest unoccupied orbital energy ... 0.6 eV